Entry 1:
This record from the Open Molecules 2025 dataset describes a cluster of 2 separate species, C5H15NO in total in a non-equilibrium geometry. The level of theory is wB97M-V/def2-TZVPD.

Summary:
charge	0
SMILES	CCCCCN.O
energy above the lowest of the compared OMol25 structures with the same formula, charge and spin	3.617	eV
multiplicity	1
HOMO	-8.2	eV

Structure (XYZ):
```
22
Properties=species:S:1:pos:R:3:lowdin_charge:R:1
H -1.34373 -0.63202 3.08904 0.075
H 0.61161 0.73167 -1.78565 0.103
H 0.10158 -0.04164 1.09497 0.095
N 1.99370 -1.65940 0.12567 -0.095
C -1.36026 0.44493 -0.43915 -0.349
C -1.74535 1.40338 -1.53400 -0.138
H 0.88575 -1.60487 -1.49494 0.097
H 2.66600 -0.85061 -1.30411 0.079
H -2.32366 2.26355 -1.12181 0.087
H 2.56649 -2.48688 0.10795 0.051
H -2.29582 0.33100 0.17806 0.113
H -2.31533 0.99278 -2.39071 0.080
C -0.10326 0.69123 0.24715 -0.246
H -1.01354 -0.80602 4.73493 0.059
O -0.64338 -0.54617 3.83977 -0.138
H 2.16165 1.09008 -0.40452 0.129
H -0.78679 1.62164 -2.00061 0.041
H 1.67613 -1.62073 1.16674 0.113
H -1.33741 -0.60205 -1.02832 0.144
C 1.17110 0.58336 -0.74635 -0.117
H -0.22357 1.66350 0.72419 0.107
C 1.65806 -0.96673 -1.05833 -0.291
```

Entry 2:
This record from the Open Molecules 2025 dataset describes an isolated molecule of C2HN3O3 in a non-equilibrium geometry. The level of theory is wB97M-V/def2-TZVPD.

Summary:
charge	0
SMILES	O=[N+]([O-])c1cnon1
energy above the lowest of the compared OMol25 structures with the same formula, charge and spin	7.636	eV
multiplicity	1
HOMO	-11.6	eV

Structure (XYZ):
```
9
Properties=species:S:1:pos:R:3:lowdin_charge:R:1
H -1.39490 -0.77051 -1.23775 0.177
N 0.27348 1.30857 0.74906 0.133
C 0.27631 0.17600 0.09418 -0.180
O -0.88002 1.85014 0.56815 -0.043
O 0.99562 -1.77177 0.91689 0.115
C -1.04774 -0.00466 -0.42296 -0.093
N 1.25973 -0.91915 0.10123 -0.350
O 2.24766 -0.89092 -0.58810 0.124
N -1.73015 1.02230 -0.18071 0.116
```

Entry 3:
This record from the Open Molecules 2025 dataset describes a cluster of 3 separate species, C3H12N3S in total in a non-equilibrium geometry. The level of theory is wB97M-V/def2-TZVPD.

Summary:
charge	+1
energy above the lowest of the compared OMol25 structures with the same formula, charge and spin	3.500	eV
multiplicity	1
HOMO	-13.7	eV

Structure (XYZ):
```
19
Properties=species:S:1:pos:R:3:lowdin_charge:R:1
N -1.44728 -1.80867 -0.48517 0.128
C -1.63386 -1.46400 -1.63403 -0.332
H 1.23139 2.53040 -1.41560 -0.134
H -2.09293 -0.23496 -3.11979 0.072
H 1.92018 -0.69299 -0.42734 0.061
H -2.01533 -2.40945 0.09572 0.108
C -0.07926 0.14576 2.13293 0.007
N 0.35810 0.04317 0.68189 -0.084
H -0.61484 3.54046 -1.98175 -0.193
S -0.15876 2.37197 -1.52977 0.511
H -1.10896 0.14005 2.00959 0.072
H 0.24518 1.03424 0.41302 0.039
H 2.07167 -1.23968 1.18641 0.080
H 0.50407 -0.73594 2.61710 0.135
C 1.74638 -0.48659 0.54738 -0.035
N -1.69060 -1.05641 -2.76442 0.218
H -0.18935 -0.81725 0.19940 0.131
H 2.59914 0.16729 0.80608 0.120
H 0.35507 0.97259 2.66835 0.097
```

Entry 4:
This record from the Open Molecules 2025 dataset describes a cluster of 3 separate species, C5H14N2 in total in a non-equilibrium geometry. The level of theory is wB97M-V/def2-TZVPD.

Summary:
charge	0
energy above the lowest of the compared OMol25 structures with the same formula, charge and spin	5.875	eV
multiplicity	1
HOMO (spin up / spin down)	-6.7 / -6.7	eV

Structure (XYZ):
```
21
Properties=species:S:1:pos:R:3:lowdin_charge:R:1
C -0.74441 0.18525 0.57159 -0.382
H 1.45779 1.28991 -1.82627 0.056
N 0.31301 -0.57255 0.75718 -0.086
H 0.49299 2.41003 0.90176 0.049
C 1.01661 2.08141 -1.21263 -0.190
H 1.94673 1.38063 0.66364 0.053
C -1.14477 -2.19544 1.44078 -0.003
C 1.01148 1.72466 0.23771 -0.122
N -1.55254 0.24841 -0.52014 0.120
H 1.14690 -2.28705 -0.05337 0.072
H -1.47529 -0.43576 -1.25418 0.088
H -2.40286 0.78397 -0.56846 0.101
H -1.15978 0.65266 1.45814 0.129
H 0.41548 -1.27604 -1.30075 0.069
H 1.59949 2.99417 -1.41642 0.066
H -1.58185 -2.61528 0.54006 -0.002
H 0.00308 2.26330 -1.58295 0.053
H -0.36701 -2.79761 1.89426 -0.002
C 0.96100 -1.25464 -0.35020 -0.139
H 1.92942 -0.78340 -0.52737 0.073
H -1.86546 -1.79659 2.14761 -0.001
```

Entry 5:
This record from the Open Molecules 2025 dataset describes an isolated molecule of C4H10S in a non-equilibrium geometry. The level of theory is wB97M-V/def2-TZVPD.

Summary:
charge	0
SMILES	CCCSC
energy above the lowest of the compared OMol25 structures with the same formula, charge and spin	0.423	eV
multiplicity	1
HOMO	-8.4	eV

Structure (XYZ):
```
15
Properties=species:S:1:pos:R:3:lowdin_charge:R:1
H 0.71726 -2.51351 -0.15007 0.074
C -0.16729 0.06747 0.29864 -0.505
H -0.18507 3.00494 0.52187 0.037
H -0.85795 -2.62270 0.69857 0.071
H 1.45220 3.41124 -0.15641 0.022
C -0.57912 -0.96456 -0.75046 -0.338
H -1.64602 -0.80815 -0.95571 0.099
H -0.99257 0.60256 0.77039 0.077
H 1.24298 2.85898 1.47248 0.037
C 0.86810 2.72257 0.45126 -0.484
H -0.63530 -3.16077 -0.97416 0.066
C -0.36443 -2.40060 -0.24421 -0.123
H -0.16760 -0.90101 -1.75594 0.090
S 1.09508 1.19855 -0.38316 0.810
H 0.21973 -0.49500 1.15690 0.067
```

Entry 6:
This record from the Open Molecules 2025 dataset describes a cluster of 10 separate species, C24H72BF4N6O9 in total in a non-equilibrium geometry. The level of theory is wB97M-V/def2-TZVPD.

Summary:
charge	-1
energy above the lowest of the compared OMol25 structures with the same formula, charge and spin	1.274	eV
multiplicity	1
HOMO	-6.7	eV

Structure (XYZ):
```
116
Properties=species:S:1:pos:R:3:lowdin_charge:R:1
H -6.87501 -33.55111 -8.79905 0.079
H -3.87492 -32.87929 0.57962 0.091
H -6.83484 -29.29008 -4.84409 0.070
H -1.51843 -34.29173 -6.54251 0.121
N -8.78217 -30.57711 -5.92070 0.030
H -7.65010 -29.69791 -7.41506 0.135
H -2.90978 -24.62151 -10.05733 0.121
C -4.14824 -26.27657 -9.70229 -0.427
H -4.80259 -29.89741 -3.71474 -0.013
H -3.89948 -26.96039 -11.57158 0.064
F -1.71012 -29.38613 -4.28603 0.126
C 1.48700 -28.68110 -6.42084 -0.421
C -7.05759 -26.72844 -5.65113 -0.113
C 1.87701 -27.33935 -7.07355 -0.065
H 4.59518 -27.93361 -6.79256 0.067
H -2.35208 -25.59398 -8.64710 0.125
B -2.45454 -28.47977 -5.04631 -1.291
H -1.97165 -30.99219 -2.04453 0.116
H 2.74128 -29.88747 -7.63898 0.127
H -4.59962 -26.50798 -4.34347 0.119
H 0.58220 -26.09741 -3.13586 0.033
H 0.04814 -28.03027 -5.23300 0.035
H 2.72914 -26.93193 -6.51651 0.062
H -8.22445 -33.12072 -9.93456 0.083
C -7.48561 -30.40371 -6.59791 -0.401
H -1.82079 -27.58767 -1.64622 0.022
H -4.16232 -33.90910 -5.04485 0.080
H 5.06314 -29.45790 -7.38588 0.085
H 0.27725 -29.92893 -1.71107 0.077
O -0.29192 -26.12328 -2.73003 -0.064
H -0.12785 -25.70049 -9.54954 0.078
O 3.72408 -29.51655 -5.80464 -0.167
H -5.79921 -23.78390 -4.91454 0.121
H -3.11383 -25.86418 -5.68823 0.046
H -0.73424 -33.32172 -2.15493 0.058
C -7.09940 -31.71503 -7.32804 -0.219
H -3.40383 -28.27888 -9.30150 0.086
C -1.54519 -33.44235 -5.85435 -0.190
H -4.03376 -23.54348 -3.59540 0.073
H -8.55307 -34.10349 -8.45998 0.081
O -4.70225 -30.42350 -2.90896 -0.058
N 0.97694 -28.40517 -5.07603 0.065
H -5.16530 -28.15412 -9.12078 0.074
H -1.56968 -33.91803 -4.86643 0.116
H 0.57246 -33.46973 -1.15737 0.059
C -2.02382 -31.51303 -1.08371 -0.224
C -2.75293 -25.63898 -9.66517 -0.210
H -4.11060 -27.34394 -7.95340 0.055
H 0.08088 -26.33450 -11.16466 0.085
H -7.98274 -26.88688 -6.20761 0.093
H -2.76467 -27.93299 -2.79251 -0.005
O -1.85386 -26.24282 -10.56669 -0.202
H -6.24797 -31.43361 -7.96073 0.131
C -2.81486 -32.55736 -5.92513 -0.398
H -2.13298 -33.31813 0.74138 0.074
H -1.69531 -31.55784 -7.17118 0.050
H -3.01054 -30.74114 -6.76810 0.048
H -5.54103 -29.63246 -5.94398 0.067
H 5.65562 -28.90794 -5.72949 0.087
C -4.61970 -25.42510 -4.49841 -0.430
H -3.29069 -34.39090 -0.00998 0.081
H -2.30651 -30.72813 -0.36907 0.133
N -2.70874 -31.65130 -7.11180 0.065
N 0.02673 -32.82045 -1.70639 0.041
H 0.11236 -29.97565 0.06631 0.077
O -2.92188 -32.57003 -1.09836 -0.167
H -4.82833 -25.54641 -9.25694 0.133
O -6.81179 -25.33986 -5.74646 -0.175
H -4.48465 -25.58619 -6.48892 0.050
H -4.91031 -32.47668 -5.81906 0.036
C -4.22266 -27.62379 -9.00531 -0.051
H -0.58358 -24.69229 -10.98805 0.086
C 4.83778 -28.94492 -6.44101 -0.115
O -0.41610 -32.58670 -5.97094 -0.203
H -6.15398 -30.91101 -4.93449 0.072
H 2.05760 -30.62191 -6.16020 0.098
H 2.42012 -27.55738 -8.00276 0.070
H -4.49343 -24.81644 -2.52430 0.081
C -0.53359 -31.80436 -0.78221 -0.434
H -0.90295 -26.19541 -3.47761 0.004
F -3.80470 -28.91646 -4.96067 0.090
H 0.60718 -28.96310 -7.01800 0.130
F -1.99556 -28.51101 -6.37263 0.122
C 2.56831 -29.74842 -6.56790 -0.197
C -3.88919 -24.60957 -3.41686 -0.048
C -4.17567 -33.27323 -5.93499 -0.059
N -3.88543 -25.20935 -5.75351 0.055
H -2.84914 -24.86413 -3.25044 0.061
H -8.68439 -31.20673 -5.12698 0.070
H 0.71657 -29.25075 -4.57149 0.074
C 0.33901 -30.56919 -0.83461 -0.066
H 1.00886 -34.12906 -6.04074 0.088
N -4.62899 -26.42339 -11.09512 0.025
H 1.54291 -32.55533 -6.31532 0.063
C 0.70863 -33.21335 -6.56088 -0.104
H 0.61559 -33.34388 -7.63935 0.093
H -7.21586 -27.14691 -4.65264 0.091
H -6.81840 -32.51665 -6.63970 0.110
C -6.46215 -30.04820 -5.52885 -0.076
C -0.55684 -25.69643 -10.55500 -0.106
H -6.62263 -24.75327 -3.78675 0.126
C -6.01908 -24.83630 -4.70203 -0.224
H 1.10337 -26.59172 -7.21372 0.065
H -4.40168 -33.82017 -6.84913 0.071
F -2.21664 -27.20642 -4.51860 0.099
C -3.00813 -33.34265 0.09218 -0.093
H -0.51525 -32.28918 0.20242 0.108
O -2.71457 -27.90798 -1.82358 -0.055
O -8.15298 -32.09104 -8.20190 -0.219
C -7.93582 -33.32495 -8.90707 -0.077
H -6.25484 -27.31285 -6.11053 0.070
H -9.31991 -31.14426 -6.57949 0.056
H -2.86848 -31.98181 -4.99268 0.127
H -3.83010 -30.17501 -2.58340 -0.004
H 1.39073 -30.74283 -0.58972 0.072
H -4.48422 -25.53741 -11.58563 0.062
```

So what do the calculations give for energy? Going down the list: -8962.74148 -12696.48518 -18602.73897 -8386.74389 -15144.94427 -64975.24995 eV.